No. 1
Molecular formula: C33H48N9OS2Sc
Method: DFT, wB97M-V/def2-TZVPD

Each line ends with the Löwdin charge.
Atoms and positions in Å:
Sc (-0.12523, 0.24236, -0.63087)  0.997
C (2.41611, -3.71653, -4.39850)  -0.438
S (1.39837, -3.05783, -3.07319)  0.861
C (2.41600, -1.80794, -2.33016)  -1.156
S (4.02799, -1.60799, -2.76239)  0.580
N (1.67048, -1.10527, -1.47399)  -0.189
N (2.21305, -0.19576, -0.61157)  -0.058
C (3.34357, -0.41888, -0.06161)  -0.156
C (4.07928, 0.54444, 0.76896)  -0.274
C (5.15231, 0.06040, 1.51800)  -0.024
C (5.87421, 0.93151, 2.31221)  -0.070
C (5.51723, 2.26979, 2.32833)  -0.070
C (4.45709, 2.66877, 1.52374)  -0.141
N (3.75306, 1.84235, 0.75825)  0.127
H (1.85687, -4.56750, -4.79041)  0.030
H (2.55756, -2.97079, -5.17625)  0.030
H (3.37918, -4.03322, -4.01213)  0.006
H (3.81839, -1.38155, -0.19776)  0.081
H (5.40749, -0.99179, 1.46766)  0.116
H (6.71133, 0.57777, 2.90064)  0.106
H (6.05208, 2.98992, 2.93300)  0.099
H (4.16855, 3.71642, 1.48163)  0.105
C (1.06143, 0.82308, -3.99328)  -0.155
N (0.36947, 1.27542, -2.78270)  -0.012
C (-0.00262, 2.50431, -2.77829)  -0.087
C (-0.78818, 3.03954, -1.72280)  -0.341
C (-1.31135, 4.31556, -1.55338)  -0.054
C (-2.05090, 4.27404, -0.36324)  -0.102
C (-1.93713, 2.97215, 0.11928)  -0.197
N (-1.17293, 2.21169, -0.69333)  -0.059
C (0.09644, 0.24864, -5.00640)  -0.199
C (0.14993, 0.63383, -6.33847)  -0.045
C (-0.74403, 0.10607, -7.26451)  -0.090
C (-1.70940, -0.80335, -6.85925)  -0.096
C (-1.77464, -1.18675, -5.52400)  -0.075
C (-0.87557, -0.66495, -4.60968)  -0.056
H (1.80690, 0.08210, -3.71567)  0.075
H (1.58996, 1.66022, -4.45535)  0.116
H (0.25747, 3.16352, -3.60842)  0.140
H (-1.17566, 5.15774, -2.21744)  0.099
H (-2.61437, 5.07526, 0.09212)  0.084
H (-2.37619, 2.56377, 1.01540)  0.069
H (0.89702, 1.35148, -6.66409)  0.109
H (-0.68917, 0.41087, -8.30255)  0.099
H (-2.40988, -1.21010, -7.57854)  0.098
H (-2.52820, -1.89500, -5.19840)  0.103
H (-0.90389, -0.96632, -3.57325)  0.068
C (-2.85979, -2.68113, 0.34505)  -0.043
C (-2.27846, -2.06480, -0.93019)  -0.689
C (-1.92033, -3.19698, -1.88760)  -0.051
C (-3.32420, -1.14104, -1.55674)  -0.024
O (-1.12110, -1.32128, -0.61589)  -0.307
H (-3.63592, -3.40641, 0.09033)  0.088
H (-3.30202, -1.90765, 0.97367)  0.046
H (-2.06740, -3.19289, 0.90015)  0.089
H (-2.82089, -3.73550, -2.19573)  0.089
H (-1.23981, -3.89922, -1.39875)  0.083
H (-1.41565, -2.81089, -2.77158)  0.027
H (-4.27202, -1.66307, -1.70753)  0.088
H (-2.97688, -0.75978, -2.52021)  0.074
H (-3.49254, -0.28971, -0.89179)  0.077
C (0.72124, -1.83359, 2.76048)  -0.056
C (1.57841, -0.62905, 3.13225)  -0.192
N (0.87392, 0.60478, 3.49537)  -0.066
C (0.78996, 0.88766, 4.92282)  -0.217
C (0.02961, -0.18767, 5.69589)  -0.072
C (0.68256, 1.56768, 2.54880)  -0.422
C (0.49367, 2.99366, 3.00311)  0.002
N (0.73921, 1.27909, 1.29912)  0.065
H (1.36802, -2.70479, 2.62698)  0.084
H (0.17963, -1.67486, 1.83506)  0.044
H (0.00011, -2.06589, 3.54810)  0.061
H (2.23450, -0.39057, 2.29676)  0.086
H (2.20523, -0.88837, 3.98826)  0.119
H (0.28749, 1.83675, 5.06891)  0.098
H (1.80096, 0.98313, 5.33703)  0.125
H (-0.95192, -0.34183, 5.24294)  0.061
H (-0.10417, 0.12413, 6.73378)  0.077
H (0.56557, -1.13837, 5.69616)  0.070
H (1.21742, 3.28420, 3.76574)  0.083
H (-0.51267, 3.13664, 3.40429)  0.088
H (0.59624, 3.65301, 2.14487)  0.085
H (0.82405, 2.14032, 0.77040)  0.053
C (-3.66438, -1.65096, 3.81638)  -0.039
N (-3.47623, -0.27009, 3.38921)  -0.194
C (-4.19230, 0.76844, 4.11634)  -0.036
C (-2.64016, 0.04220, 2.41074)  -0.245
N (-1.94623, 0.32070, 1.52806)  0.210
H (-4.71702, -1.92745, 3.73502)  0.093
H (-3.35039, -1.77045, 4.85666)  0.087
H (-3.07790, -2.31554, 3.18817)  0.078
H (-5.26548, 0.57426, 4.08428)  0.090
H (-3.99592, 1.73759, 3.66486)  0.092
H (-3.87555, 0.79414, 5.16262)  0.087

Summary:
Energy above the lowest of the compared OMol25 structures with the same formula, charge and spin, eV: 1.5066
HOMO-LUMO gap, eV: 7.111


No. 2
Molecular formula: C4H9NO2
Method: DFT, wB97M-V/def2-TZVPD

Each line ends with the natural charge from an NBO analysis.
Atoms and positions in Å:
C (2.25419, 0.08271, -0.19858)  -0.418
N (1.41899, 0.93575, 0.63185)  -0.603
C (0.42586, 0.22185, 1.42929)  -0.320
C (-0.84815, 0.18593, 0.61165)  0.775
O (-1.35171, 1.21922, 0.22256)  -0.616
O (-1.27558, -1.02719, 0.22881)  -0.497
C (-2.21027, -0.93740, -0.85300)  -0.269
H (2.91069, -0.49238, 0.46302)  0.192
H (2.88469, 0.72165, -0.82801)  0.207
H (1.70800, -0.62607, -0.85027)  0.163
H (0.88431, 1.56772, 0.04608)  0.369
H (0.21193, 0.77125, 2.35344)  0.218
H (0.80284, -0.76605, 1.69583)  0.210
H (-2.61029, -1.92758, -1.06395)  0.197
H (-1.68242, -0.56461, -1.73065)  0.187
H (-2.99015, -0.22666, -0.59304)  0.206

Summary:
Energy above the lowest of the compared OMol25 structures with the same formula, charge and spin, eV: 1.4694
SMILES: CNCC(=O)OC
HOMO-LUMO gap, eV: 9.953


No. 3
Molecular formula: C4H8O
Method: DFT, wB97M-V/def2-TZVPD

Each line ends with the natural charge from an NBO analysis.
Atoms and positions in Å:
C (-1.41100, -0.43569, -0.72455)  -0.662
C (-0.08453, -0.51176, -0.03120)  0.200
C (1.06738, 0.37010, -0.43048)  -0.535
C (1.46222, 0.67876, 0.99778)  -0.307
O (-0.13246, 0.35798, 1.46889)  -0.626
H (-1.74698, 0.60199, -0.80670)  0.233
H (-2.17412, -1.02144, -0.20256)  0.224
H (-1.30942, -0.84236, -1.74426)  0.239
H (0.21020, -1.52095, 0.25844)  0.202
H (0.72156, 1.20216, -1.06899)  0.175
H (1.83043, -0.19009, -0.99035)  0.219
H (1.56341, 1.73406, 1.18317)  0.134
H (-0.00691, -0.35311, 2.11141)  0.503

Summary:
Energy above the lowest of the compared OMol25 structures with the same formula, charge and spin, eV: 4.6807
HOMO-LUMO gap, eV: 7.661


No. 4
Molecular formula: C31H35N3O4Si
Method: DFT, wB97M-V/def2-TZVPD

Each line ends with the Löwdin charge.
Atoms and positions in Å:
C (3.95321, -4.43014, -0.49130)  -0.173
Si (4.14582, -2.90211, -1.68144)  0.467
C (6.02263, -2.72425, -1.99936)  -0.209
C (3.31082, -3.39818, -3.33116)  -0.189
O (3.41008, -1.56603, -0.85572)  -0.272
C (2.85040, -0.58413, -1.75645)  -0.247
C (1.91042, 0.38473, -0.82841)  -0.114
C (0.56248, 0.67634, -1.65931)  -0.089
C (0.36383, 2.15763, -2.15789)  -0.015
C (-0.92233, 2.47118, -3.01789)  -0.043
C (-1.93632, 1.31239, -3.31349)  0.012
C (-1.70954, -0.13577, -2.79761)  -0.017
C (-0.43421, -0.47336, -1.94010)  0.001
C (-0.29105, -1.97179, -1.44971)  -0.227
O (0.57231, -2.36699, -0.60814)  0.017
C (-1.29990, -3.11340, -1.97730)  -0.015
C (-1.03648, -4.60651, -1.57874)  0.069
C (-1.92893, -5.78704, -2.03205)  -0.218
O (-1.67781, -7.15356, -1.65984)  -0.039
C (-3.16034, -5.42163, -2.94430)  0.020
C (-3.47790, -3.94251, -3.33856)  0.014
C (-2.55720, -2.76963, -2.86145)  -0.041
C (-2.80896, -1.23809, -3.20841)  -0.259
O (-3.88903, -0.92963, -3.78095)  0.029
H (4.95982, -4.86787, -0.17283)  0.041
H (3.23549, -5.18031, -0.96461)  0.035
H (3.43858, -4.05985, 0.47766)  0.019
H (6.34072, -3.66342, -2.60228)  0.053
H (6.63782, -2.78899, -1.02032)  0.046
H (6.33109, -1.82436, -2.63032)  0.037
H (3.33340, -4.55449, -3.37268)  0.052
H (2.22807, -3.03912, -3.41568)  0.033
H (3.94901, -3.04492, -4.22974)  0.052
H (3.63533, 0.12556, -2.22089)  0.134
H (2.15477, -1.00409, -2.55688)  0.097
H (2.44962, 1.32750, -0.48286)  0.115
H (1.62284, -0.23121, 0.09144)  0.111
H (1.13811, 2.97749, -1.92757)  0.107
H (-1.05226, 3.54397, -3.40428)  0.097
H (-2.83472, 1.58814, -3.96479)  0.108
H (-0.13383, -4.83311, -0.90631)  0.115
H (-2.22471, -7.31017, -0.84698)  0.123
H (-3.83601, -6.27249, -3.32576)  0.106
H (-4.38989, -3.70209, -3.99904)  0.111
C (1.68560, -2.41853, 3.58487)  -0.108
C (2.50646, -2.33951, 4.73757)  -0.119
C (3.81136, -2.31377, 4.30956)  -0.146
N (3.80828, -2.37898, 2.94134)  0.010
C (2.51671, -2.43779, 2.49125)  -0.148
H (0.60645, -2.45591, 3.55803)  0.090
H (2.17888, -2.30461, 5.76631)  0.088
H (4.73908, -2.25605, 4.85870)  0.103
H (4.62855, -2.38226, 2.35685)  0.143
H (2.30089, -2.48934, 1.43428)  0.074
C (-2.60430, 6.44665, 0.06493)  -0.112
C (-2.72965, 5.47940, 1.09070)  -0.114
C (-1.98673, 4.38651, 0.71627)  -0.132
N (-1.41981, 4.65528, -0.50111)  0.011
C (-1.78855, 5.91300, -0.90211)  -0.141
H (-3.05954, 7.42574, 0.03702)  0.092
H (-3.30015, 5.57208, 2.00333)  0.070
H (-1.81367, 3.44185, 1.20958)  0.108
H (-0.83438, 4.03039, -1.02441)  0.079
H (-1.44023, 6.31789, -1.84045)  0.104
C (-4.98356, 7.62343, 5.56384)  -0.115
C (-5.10888, 6.65512, 6.59074)  -0.117
C (-4.36578, 5.56249, 6.21594)  -0.144
N (-3.80034, 5.83381, 4.99860)  -0.001
C (-4.16752, 7.09014, 4.59638)  -0.148
H (-5.43881, 8.60246, 5.53614)  0.090
H (-5.67906, 6.74753, 7.50342)  0.089
H (-4.19203, 4.61765, 6.70835)  0.104
H (-3.20610, 5.20712, 4.48020)  0.136
H (-3.81842, 7.49450, 3.65818)  0.100

Summary:
SMILES: C[Si](C)(C)OCCc1cccc2c1C(=O)c1cc(O)ccc1C2=O.c1cc[nH]c1.c1cc[nH]c1.c1cc[nH]c1
HOMO-LUMO gap, eV: 6.254


HOMO energy values, unit eV, following the record order: -7.00 -9.05 -6.88 -8.05.